A molecular structure, C32H48BMnN6S3Si. Source: the OMol25 dataset; level of theory: the ωB97M-V functional and the def2-TZVPD basis.

E_tot (a.u.): -4235.6573
HOMO-LUMO gap (spin up / spin down) (hartree): 0.1731 / 0.2433
Total charge: +3
Strongest force on any atom (eV/A): 1.6
2S+1: 4

Cartesian coordinates (Å):
Mn (1.0899, -2.0363, -1.6475)
C (4.9116, 0.0548, 0.7099)
C (3.5431, 0.6479, 0.7587)
C (3.3139, 1.9616, 1.0883)
C (2.0021, 2.4849, 1.1087)
N (0.9806, 1.6991, 0.8529)
N (1.1857, 0.4210, 0.5478)
B (-0.1808, -0.2539, 0.4286)
N (-0.3514, -1.7714, 0.5070)
N (-0.7106, -1.0456, 1.5914)
C (-1.2314, -1.5523, 2.6798)
C (-1.4806, -2.9551, 2.6188)
C (-1.1592, -3.7260, 1.5338)
C (-1.4258, -5.1842, 1.4580)
C (-0.4970, -3.0901, 0.4121)
S (0.1274, -3.9544, -0.9170)
C (-1.5160, -0.6967, 3.8790)
C (-3.0345, -0.7102, 4.1382)
C (-1.0257, 0.7350, 3.6534)
C (-0.7790, -1.3221, 5.0805)
N (-1.1903, 0.4869, -0.4368)
N (-2.0819, 1.2092, 0.2452)
C (-3.0177, 1.8487, -0.4147)
C (-3.1345, 1.6879, -1.8182)
C (-2.2138, 0.9641, -2.5288)
C (-2.2843, 0.7989, -4.0103)
C (-1.1579, 0.3922, -1.7784)
S (0.1912, -0.3125, -2.6196)
C (-3.9863, 2.7329, 0.3356)
C (-3.6163, 2.8386, 1.8141)
C (-3.9368, 4.1348, -0.3013)
C (-5.4002, 2.1402, 0.2035)
C (2.4087, -0.1369, 0.4380)
S (2.6402, -1.7894, -0.0635)
C (1.6726, 3.9314, 1.4193)
C (0.9232, 4.5155, 0.2067)
C (0.7513, 3.9645, 2.6527)
C (2.9313, 4.7515, 1.6965)
H (5.6666, 0.7917, 0.9699)
H (5.1279, -0.3328, -0.2880)
H (4.9907, -0.7834, 1.4058)
H (4.1505, 2.6052, 1.3233)
H (-1.9388, -3.4276, 3.4778)
H (-1.8875, -5.5621, 2.3658)
H (-0.4979, -5.7325, 1.2737)
H (-2.0811, -5.4071, 0.6107)
H (-3.5822, -0.2466, 3.3157)
H (-3.2357, -0.1428, 5.0458)
H (-3.4159, -1.7207, 4.2898)
H (-1.4695, 1.1782, 2.7610)
H (0.0635, 0.7677, 3.5600)
H (-1.3019, 1.3483, 4.5094)
H (-1.1496, -2.3199, 5.3173)
H (-0.9500, -0.6915, 5.9519)
H (0.2972, -1.3783, 4.9073)
H (-3.9689, 2.1419, -2.3360)
H (-3.2062, 1.2259, -4.3965)
H (-2.2320, -0.2524, -4.2961)
H (-1.4440, 1.3045, -4.4927)
H (-2.5937, 3.1983, 1.9391)
H (-3.7209, 1.8775, 2.3197)
H (-4.2848, 3.5473, 2.3006)
H (-2.9224, 4.5399, -0.2809)
H (-4.5776, 4.8065, 0.2683)
H (-4.2935, 4.1410, -1.3315)
H (-5.4425, 1.1340, 0.6249)
H (-5.7384, 2.0984, -0.8329)
H (-6.1003, 2.7663, 0.7554)
H (0.0293, 3.9282, -0.0112)
H (1.5601, 4.5367, -0.6798)
H (0.6208, 5.5381, 0.4295)
H (-0.1452, 3.3698, 2.4776)
H (0.4578, 4.9949, 2.8493)
H (1.2643, 3.5813, 3.5372)
H (3.5960, 4.7833, 0.8306)
H (3.4811, 4.3715, 2.5601)
H (2.6455, 5.7774, 1.9228)
C (5.3838, -4.5641, -4.6458)
Si (3.6327, -4.2698, -5.2602)
C (2.7040, -5.9249, -5.3741)
C (3.4131, -3.3304, -6.8732)
C (2.7443, -3.3153, -3.9080)
C (2.1459, -2.7442, -2.9985)
H (5.9155, -5.1846, -5.3679)
H (5.3820, -5.0820, -3.6867)
H (5.9300, -3.6258, -4.5350)
H (3.1907, -6.5357, -6.1341)
H (1.6661, -5.7568, -5.6614)
H (2.7424, -6.4461, -4.4171)
H (3.8942, -3.8826, -7.6809)
H (3.8670, -2.3395, -6.8171)
H (2.3567, -3.2191, -7.1170)